(1)
DFT (ωB97M-V/def2-TZVPD) results for a structure of composition C24H23BrN2O5V.

Element x y z (Å)
V: -0.039 1.062 0.172
O: -0.965 -4.483 -0.443
C: -1.996 -3.826 -1.019
C: -2.993 -4.626 -1.641
C: -4.223 -4.082 -2.093
C: -4.294 -2.661 -2.228
C: -3.228 -1.909 -1.738
C: -2.080 -2.461 -1.074
C: -1.095 -1.544 -0.504
O: -1.070 -0.265 -0.934
N: -0.142 -1.917 0.373
N: 0.496 -0.842 0.845
C: 1.513 -1.178 1.614
C: 2.241 -0.183 2.389
C: 3.380 -0.632 3.033
C: 4.310 0.257 3.550
C: 4.111 1.643 3.456
C: 2.876 2.079 3.109
C: 2.048 1.257 2.337
O: 1.185 1.835 1.568
H: -0.374 -3.799 0.061
H: -2.737 -5.665 -1.655
H: -5.110 -4.695 -2.304
H: -5.172 -2.136 -2.571
H: -3.332 -0.849 -1.790
H: 1.720 -2.228 1.774
H: 3.507 -1.711 3.079
H: 5.152 -0.123 4.038
H: 4.869 2.393 3.723
H: 2.592 3.079 3.359
C: -0.100 3.387 -1.704
O: -0.423 2.601 -0.555
H: 0.910 3.747 -1.489
H: -0.771 4.255 -1.671
H: -0.116 2.852 -2.685
C: -3.730 1.411 2.345
C: -2.791 1.360 1.247
C: -3.468 1.672 -0.012
O: -1.599 1.138 1.526
H: -4.270 2.344 2.495
H: -3.229 1.083 3.279
H: -4.582 0.638 2.203
H: -4.295 0.947 -0.221
H: -2.728 1.644 -0.819
H: -3.905 2.658 0.013
Br: 5.498 0.555 -3.802
C: 3.981 0.492 -2.671
C: 2.795 -0.233 -3.033
C: 1.766 -0.246 -2.085
C: 1.712 0.715 -1.026
C: 2.819 1.501 -0.788
C: 3.989 1.304 -1.539
H: 2.819 -0.841 -3.951
H: 0.855 -0.871 -2.327
H: 2.845 2.215 0.001
H: 4.867 1.881 -1.217

- charge = 0
- max |F| (hartree/bohr) = 0.089
- M (g/mol) = 550.30
- LUMO energy (alpha / beta) (eV) = -1.0 / -0.8
- calculated total energy (Eh) = -4932.05523
- frontier orbital gap (alpha / beta) (eV) = 6.4350 / 6.6922
- multiplicity = 2

(2)
DFT (ωB97M-V/def2-TZVPD) results for a structure of composition C24H23ClGeIKN3OS.

Element x y z (Å)
K: 0.160 -2.728 0.849
Cl: -4.448 1.110 -3.357
C: -3.549 0.523 -2.001
C: -3.601 -0.797 -1.674
C: -2.866 -1.298 -0.573
I: -2.996 -3.346 -0.148
C: -2.079 -0.483 0.193
O: -1.323 -0.899 1.218
C: -2.050 0.898 -0.146
N: -1.267 1.647 0.651
C: -1.152 2.932 0.416
C: -1.813 3.553 -0.660
C: -2.614 2.803 -1.478
C: -2.762 1.422 -1.233
H: -4.208 -1.469 -2.264
H: -0.534 3.502 1.101
H: -1.693 4.616 -0.818
H: -3.143 3.255 -2.307
Ge: -0.194 0.285 2.283
C: -0.688 1.714 3.480
C: 0.238 2.742 3.658
C: -0.032 3.784 4.539
C: -1.228 3.805 5.242
C: -2.155 2.785 5.069
C: -1.886 1.741 4.194
C: 0.169 -1.312 3.389
C: 1.370 -2.021 3.261
C: 1.562 -3.234 3.921
C: 0.561 -3.745 4.735
C: -0.625 -3.040 4.897
C: -0.818 -1.838 4.227
H: 1.079 0.521 1.465
H: 1.179 2.732 3.118
H: 0.694 4.575 4.678
H: -1.437 4.616 5.928
H: -3.089 2.802 5.617
H: -2.625 0.959 4.063
H: 2.183 -1.616 2.659
H: 2.498 -3.769 3.815
H: 0.710 -4.686 5.250
H: -1.402 -3.430 5.543
H: -1.758 -1.313 4.355
C: 2.194 2.543 -4.090
N: 1.623 1.791 -2.990
C: 1.498 0.452 -2.941
S: 0.776 -0.285 -1.600
N: 1.951 -0.225 -4.003
C: 1.948 -1.675 -4.106
H: 2.295 3.580 -3.785
H: 1.567 2.506 -4.984
H: 3.194 2.181 -4.338
H: 1.209 2.279 -2.216
H: 2.387 0.290 -4.748
H: 2.642 -2.124 -3.397
H: 2.245 -1.941 -5.118
H: 0.951 -2.063 -3.911

- charge = +1
- max |F| (hartree/bohr) = 0.026
- M (g/mol) = 675.60
- LUMO energy (eV) = -2.7
- ΔE to the lowest compared entry with this formula, charge and spin (eV) = 0.5317
- calculated total energy (Eh) = -5000.67786
- frontier orbital gap (eV) = 8.0543

(3)
DFT (ωB97M-V/def2-TZVPD) results for a structure of composition C24H23F3FeN7O7P2.

Element x y z (Å)
Fe: 0.144 0.028 -0.126
N: -1.297 3.521 1.650
C: 0.041 3.600 1.950
C: 0.608 2.534 1.333
N: -0.351 1.801 0.675
C: -1.499 2.421 0.870
C: -2.831 2.136 0.336
N: -3.195 1.207 -0.506
C: -4.540 1.369 -0.692
C: -5.004 2.420 0.041
N: -3.905 2.914 0.696
H: -1.995 4.157 1.983
H: 0.456 4.381 2.560
H: 1.637 2.232 1.323
H: -5.099 0.712 -1.336
H: -5.984 2.846 0.164
H: -3.929 3.677 1.346
C: 3.009 -0.420 1.791
N: 1.567 -0.478 1.605
C: 0.878 -0.965 2.574
C: -0.529 -1.096 2.460
C: -1.466 -1.663 3.331
C: -2.658 -1.724 2.607
C: -2.371 -1.202 1.337
N: -1.095 -0.810 1.250
C: 3.489 0.993 2.053
C: 3.178 1.608 3.264
C: 3.527 2.926 3.504
C: 4.206 3.654 2.533
C: 4.534 3.049 1.330
C: 4.179 1.726 1.094
H: 3.512 -0.814 0.906
H: 3.307 -1.054 2.638
H: 1.359 -1.323 3.492
H: -1.275 -2.009 4.337
H: -3.606 -2.124 2.934
H: -3.027 -1.117 0.486
H: 2.623 1.049 4.010
H: 3.271 3.390 4.449
H: 4.481 4.686 2.717
H: 5.061 3.606 0.565
H: 4.424 1.266 0.145
O: -1.883 0.459 -4.048
P: -0.619 0.014 -3.158
O: 0.617 0.124 -3.981
O: -0.695 0.759 -1.849
O: -0.948 -1.537 -2.874
P: 0.151 -2.499 -2.126
O: 1.379 -2.415 -3.169
O: -0.349 -3.874 -2.017
O: 0.550 -1.743 -0.871
H: -2.674 0.466 -3.496
H: 1.355 -1.544 -3.624
F: 4.931 2.926 -4.436
C: 5.067 1.719 -3.862
F: 6.258 1.729 -3.219
F: 5.175 0.817 -4.850
C: 3.947 1.397 -2.916
C: 3.843 0.115 -2.403
C: 2.821 -0.149 -1.507
N: 1.943 0.778 -1.125
C: 2.028 1.991 -1.658
C: 3.029 2.359 -2.541
H: 4.512 -0.676 -2.711
H: 2.654 -1.141 -1.111
H: 1.250 2.690 -1.381
H: 3.057 3.358 -2.952

- charge = -1
- max |F| (hartree/bohr) = 0.021
- M (g/mol) = 696.28
- LUMO energy (alpha / beta) (eV) = 1.8 / 1.8
- ΔE to the lowest compared entry with this formula, charge and spin (eV) = 1.0167
- calculated total energy (Eh) = -4084.82947
- frontier orbital gap (alpha / beta) (eV) = 6.3221 / 6.3256

(4)
DFT (ωB97M-V/def2-TZVPD) results for a structure of composition C24H23F4N5OPt.

Element x y z (Å)
Pt: -0.081 0.097 0.240
C: -4.421 0.539 1.034
C: -3.071 0.312 0.471
N: -1.946 0.528 1.152
N: -2.034 1.026 2.350
C: -0.754 1.263 2.965
O: 0.295 0.918 2.420
C: -0.830 1.917 4.257
C: -2.057 2.257 4.841
C: -2.077 2.884 6.073
C: -0.884 3.171 6.723
C: 0.340 2.835 6.149
C: 0.370 2.211 4.921
C: -2.885 -0.147 -0.909
C: -3.969 -0.398 -1.743
C: -3.742 -0.803 -3.052
C: -2.439 -0.938 -3.493
C: -1.402 -0.672 -2.605
N: -1.613 -0.295 -1.353
H: -4.373 0.923 2.046
H: -4.979 -0.401 1.033
H: -4.974 1.242 0.407
H: -2.984 2.030 4.336
H: -3.021 3.148 6.529
H: -0.903 3.660 7.688
H: 1.261 3.065 6.666
H: 1.311 1.943 4.461
H: -4.977 -0.274 -1.377
H: -4.574 -1.002 -3.713
H: -2.211 -1.241 -4.504
H: -0.368 -0.760 -2.914
C: 0.701 -2.159 2.166
N: 0.466 -2.008 0.713
C: -0.554 -2.985 0.290
C: 1.710 -2.228 -0.062
C: 2.690 -1.079 0.080
N: 2.005 0.174 -0.217
C: 2.675 1.320 -0.381
C: 1.964 2.492 -0.781
F: 0.644 2.405 -0.987
C: 2.589 3.693 -0.991
F: 1.869 4.735 -1.376
C: 3.962 3.823 -0.815
C: 4.690 2.712 -0.418
F: 5.995 2.811 -0.230
C: 4.081 1.494 -0.201
F: 4.826 0.475 0.210
H: 1.068 -3.165 2.378
H: -0.238 -2.001 2.693
H: 1.419 -1.421 2.513
H: -0.219 -4.000 0.520
H: -0.726 -2.901 -0.781
H: -1.483 -2.789 0.824
H: 1.426 -2.326 -1.111
H: 2.175 -3.169 0.249
H: 3.517 -1.236 -0.613
H: 3.122 -1.031 1.083
H: 4.452 4.772 -0.985

- charge = +2
- max |F| (hartree/bohr) = 0.009
- M (g/mol) = 668.55
- LUMO energy (alpha / beta) (eV) = -6.8 / -8.7
- ΔE to the lowest compared entry with this formula, charge and spin (eV) = 0.0000
- calculated total energy (Eh) = -1795.48981
- frontier orbital gap (alpha / beta) (eV) = 7.3021 / 5.9460
- multiplicity = 5